The following is a DFT calculation (ωB97M-V with the def2-TZVPD basis set) of a cluster of 2 separate species, C17H19N in total in a non-equilibrium geometry.

Geometry as XYZ:
```
37
C17H19N | OMol25 | ωB97M-V with the def2-TZVPD basis set
C 1.32 -2.24 -0.43
C 0.49 -2.77 0.73
C 1.85 -0.84 -0.24
C 2.85 -0.36 -1.12
C 1.50 0.24 0.57
C 2.32 1.34 0.19
C 0.60 0.43 1.64
C 2.12 2.62 0.63
C 0.46 1.70 2.15
C 1.14 2.79 1.60
N 3.19 0.89 -0.82
H 2.24 -2.84 -0.47
H 0.73 -2.27 -1.35
H -0.45 -2.22 0.85
H 3.30 -0.88 -1.96
H 3.62 1.55 -1.45
H 0.07 -0.36 2.15
H 2.71 3.42 0.21
H -0.24 1.89 2.95
H 0.94 3.80 1.93
H 0.99 -2.78 1.69
H 0.17 -3.78 0.51
C -0.81 0.35 -2.45
C -2.88 1.01 0.68
C -3.34 -0.25 1.00
C -2.01 1.17 -0.40
C -1.68 0.11 -1.23
C -3.03 -1.32 0.17
C -2.19 -1.15 -0.91
H -3.13 1.86 1.29
H -3.94 -0.41 1.89
H -1.62 2.17 -0.59
H -3.46 -2.28 0.41
H 0.05 -0.33 -2.41
H -0.35 1.34 -2.34
H -2.13 -1.92 -1.68
H -1.39 0.31 -3.37
```

Calculated values
molar mass	237.35	g mol⁻¹
relative energy (zero: lowest compared OMol25 entry of this formula, charge and spin)	0.0	kJ/mol
spin multiplicity	2
HOMO energy (alpha / beta)	-11.86 / -11.87	eV
total charge	+1

=====

The following is a DFT calculation (ωB97M-V with the def2-TZVPD basis set) of an isolated molecule of C17H19N3O3S in a non-equilibrium geometry.

Geometry as XYZ:
```
43
C17H19N3O3S | OMol25 | ωB97M-V with the def2-TZVPD basis set
C 4.34 1.33 2.04
C 5.83 1.49 1.35
C 6.15 0.58 0.23
C 5.13 0.59 -0.99
C 3.77 -0.24 -0.90
O 3.59 -1.23 -0.15
N 2.59 0.49 -1.09
C 1.31 0.27 -1.40
S 0.35 1.26 -2.12
N 0.97 -0.85 -0.70
C -0.17 -1.54 -0.42
C -0.21 -2.88 -0.33
C -1.37 -3.45 0.02
C -2.57 -3.03 -0.13
C -2.70 -1.37 -0.29
N -3.72 -0.70 -0.21
C -4.11 0.57 0.12
O -3.28 1.38 0.05
C -5.63 0.93 0.15
C -6.15 2.17 0.15
C -7.59 1.84 0.20
C -7.65 0.61 -0.35
O -6.36 -0.12 -0.14
C -1.47 -0.58 -0.37
H 3.59 1.50 1.40
H 4.00 0.38 2.53
H 4.07 1.95 2.84
H 6.40 1.43 2.16
H 5.66 2.64 1.05
H 7.05 0.62 -0.23
H 5.88 -0.51 0.92
H 5.51 0.06 -1.81
H 4.98 1.88 -1.18
H 2.82 1.36 -1.78
H 1.81 -1.41 -0.39
H 0.66 -3.44 -0.08
H -1.36 -4.77 0.18
H -3.56 -3.43 0.20
H -4.61 -1.45 -0.10
H -5.73 2.97 0.31
H -8.28 2.67 0.04
H -8.49 -0.38 -0.20
H -1.41 0.39 -0.57
```

Calculated values
molar mass	345.42	g mol⁻¹
relative energy (zero: lowest compared OMol25 entry of this formula, charge and spin)	1295.5	kJ/mol
spin multiplicity	1
HOMO energy	-7.57	eV
total charge	0
SMILES	CCCCC(=O)NC(=S)Nc1cccc(NC(=O)c2ccco2)c1

=====

The following is a DFT calculation (ωB97M-V with the def2-TZVPD basis set) of a structure of composition C17H19N3OPtS.

Geometry as XYZ:
```
42
C17H19N3OPtS | OMol25 | ωB97M-V with the def2-TZVPD basis set
Pt 0.31 0.51 0.36
C -2.05 -2.33 3.45
C -2.01 -1.29 2.38
C -1.54 -0.01 2.64
C -1.63 1.01 1.67
C -1.63 2.45 2.12
C -2.03 0.66 0.36
C -2.50 -0.66 0.07
C -3.03 -0.98 -1.29
C -2.50 -1.58 1.09
H -3.03 -2.35 3.92
H -1.32 -2.12 4.23
H -1.86 -3.33 3.05
H -1.20 0.25 3.63
H -2.53 2.60 2.72
H -1.68 3.15 1.30
H -0.78 2.69 2.76
H -2.23 1.44 -0.36
H -3.02 -2.05 -1.48
H -2.45 -0.48 -2.07
H -4.06 -0.63 -1.38
H -2.90 -2.58 0.90
N 2.72 3.64 -1.25
C 2.05 2.63 -0.76
S 0.50 2.72 -0.10
N 2.76 1.43 -0.81
N 2.15 0.43 -0.35
C 2.93 -0.73 -0.44
C 2.56 -1.98 -0.09
C 3.55 -3.04 -0.27
C 3.26 -4.31 0.05
C 1.95 -4.66 0.57
C 0.99 -3.74 0.77
C 1.23 -2.36 0.47
O 0.32 -1.53 0.68
H 2.32 4.57 -1.28
H 3.65 3.50 -1.60
H 3.91 -0.54 -0.85
H 4.52 -2.77 -0.66
H 3.99 -5.09 -0.09
H 1.76 -5.70 0.80
H 0.01 -4.00 1.16
```

Calculated values
molar mass	508.50	g mol⁻¹
relative energy (zero: lowest compared OMol25 entry of this formula, charge and spin)	0.0	kJ/mol
spin multiplicity	1
HOMO energy (alpha / beta)	-14.95 / -14.95	eV
total charge	+2

=====

The following is a DFT calculation (ωB97M-V with the def2-TZVPD basis set) of an isolated molecule of C17H19N5O2 in a non-equilibrium geometry.

Geometry as XYZ:
```
43
C17H19N5O2 | OMol25 | ωB97M-V with the def2-TZVPD basis set
C -0.72 -3.54 0.87
O -0.75 -2.17 0.55
C -1.97 -1.56 0.41
C -3.20 -2.21 0.46
C -4.36 -1.47 0.27
C -4.31 -0.12 0.03
C -3.08 0.54 -0.02
C -3.05 2.03 -0.28
N -1.74 2.57 -0.50
C -1.17 3.46 0.34
O -1.76 3.97 1.26
C 0.27 3.81 -0.03
C 1.15 2.62 -0.05
N 2.24 2.52 0.71
C 2.74 1.33 0.44
N 3.81 0.73 0.90
C 4.09 -0.47 0.46
C 5.31 -1.14 0.99
C 3.27 -1.13 -0.49
C 2.15 -0.52 -0.99
C 1.20 -1.10 -1.96
N 1.90 0.72 -0.51
N 0.90 1.55 -0.81
C -1.92 -0.19 0.17
H -1.16 -4.15 0.08
H 0.33 -3.79 0.98
H -1.25 -3.74 1.81
H -3.26 -3.27 0.65
H -5.31 -1.98 0.32
H -5.22 0.44 -0.12
H -3.46 2.56 0.59
H -3.69 2.25 -1.14
H -1.14 2.11 -1.18
H 0.66 4.52 0.70
H 0.26 4.28 -1.02
H 5.04 -2.07 1.49
H 5.80 -0.47 1.70
H 5.99 -1.38 0.18
H 3.53 -2.12 -0.83
H 1.66 -1.92 -2.51
H 0.85 -0.33 -2.65
H 0.33 -1.48 -1.42
H -0.96 0.29 0.16
```

Calculated values
molar mass	325.37	g mol⁻¹
relative energy (zero: lowest compared OMol25 entry of this formula, charge and spin)	112.6	kJ/mol
spin multiplicity	1
HOMO energy	-8.71	eV
total charge	0
SMILES	COc1cccc(CNC(=O)Cc2nc3nc(C)cc(C)n3n2)c1

=====

The following is a DFT calculation (ωB97M-V with the def2-TZVPD basis set) of an isolated molecule of C17H19N5O3 in a non-equilibrium geometry.

Geometry as XYZ:
```
44
C17H19N5O3 | OMol25 | ωB97M-V with the def2-TZVPD basis set
N -2.72 -0.84 0.62
C -2.45 -0.08 1.83
C -1.74 -1.06 2.83
C -1.66 -0.53 4.24
C -0.64 -0.12 5.04
N -1.18 0.22 6.28
C -2.50 0.00 6.19
N -2.81 -0.51 5.01
C -1.57 1.14 1.78
O -1.65 1.99 2.70
N -0.76 1.34 0.73
C -0.43 0.58 -0.43
C 0.26 1.48 -1.46
C 0.49 0.82 -2.77
C -0.41 0.38 -3.74
N 0.26 -0.21 -4.76
C 1.60 -0.22 -4.50
C 2.62 -0.77 -5.25
C 3.91 -0.70 -4.70
C 4.19 -0.05 -3.45
C 3.12 0.47 -2.72
C 1.80 0.37 -3.23
C 0.52 -0.55 -0.16
O 0.15 -1.68 0.01
O 1.79 -0.21 0.06
H -3.66 -1.26 0.65
H -2.00 -1.57 0.47
H -3.40 0.23 2.28
H -0.71 -1.40 2.42
H -2.35 -1.97 2.92
H 0.45 -0.02 4.87
H -0.70 0.72 7.00
H -3.19 0.24 6.99
H -0.15 2.14 0.96
H -1.33 0.12 -0.86
H -0.41 2.31 -1.62
H 1.16 1.91 -1.03
H -1.50 0.46 -3.79
H -0.15 -0.58 -5.64
H 2.41 -1.38 -6.17
H 4.69 -1.23 -5.22
H 5.21 0.10 -3.16
H 3.31 0.91 -1.72
H 2.15 -1.00 0.46
```

Calculated values
molar mass	341.37	g mol⁻¹
relative energy (zero: lowest compared OMol25 entry of this formula, charge and spin)	124.2	kJ/mol
spin multiplicity	1
HOMO energy	-8.00	eV
total charge	0
SMILES	N[C@@H](Cc1c[nH]cn1)C(=O)N[C@@H](Cc1c[nH]c2ccccc12)C(=O)O

=====

The following is a DFT calculation (ωB97M-V with the def2-TZVPD basis set) of an isolated molecule of C17H19N5O3 in a non-equilibrium geometry.

Geometry as XYZ:
```
44
C17H19N5O3 | OMol25 | ωB97M-V with the def2-TZVPD basis set
N 0.24 1.63 -1.14
C 0.24 0.03 -1.00
C 1.46 -0.29 -0.29
C 2.60 -0.10 -1.33
C 3.28 -1.12 -2.10
N 4.34 -0.57 -2.82
C 4.61 0.68 -2.39
C 5.59 1.46 -2.99
C 5.87 2.69 -2.29
C 4.92 3.20 -1.30
C 3.83 2.34 -1.02
C 3.55 1.00 -1.57
C -1.07 -0.18 -0.28
O -2.16 0.47 -0.37
N -0.98 -1.06 0.70
C -2.03 -1.05 1.66
C -3.25 -1.88 1.32
C -4.62 -1.18 1.68
C -5.61 -0.64 0.94
N -6.65 -0.17 1.80
C -6.18 -0.39 3.17
N -4.87 -0.89 3.04
C -1.35 -1.49 2.94
O -0.20 -1.72 2.97
O -2.31 -1.87 3.87
H 1.04 1.95 -1.76
H -0.75 1.85 -1.44
H 0.51 -0.40 -2.18
H 1.26 -1.30 0.06
H 1.48 0.22 0.65
H 2.84 -2.20 -2.01
H 5.29 -1.38 -2.90
H 6.08 1.21 -3.98
H 6.69 3.30 -2.59
H 5.34 4.16 -0.57
H 2.90 2.42 -0.34
H -0.12 -1.28 1.04
H -2.34 0.09 1.86
H -3.20 -3.02 1.77
H -3.03 -2.19 0.04
H -5.76 -0.88 -0.09
H -7.65 -0.06 1.53
H -6.76 -0.08 3.98
H -3.05 -1.33 3.73
```

Calculated values
molar mass	341.37	g mol⁻¹
relative energy (zero: lowest compared OMol25 entry of this formula, charge and spin)	818.2	kJ/mol
spin multiplicity	1
HOMO energy	-7.98	eV
total charge	0
SMILES	N[C@@H](Cc1c[nH]c2ccccc12)C(=O)N[C@@H](Cc1c[nH]cn1)C(=O)O